No. 1
{
  "formula": "C18H23N7O",
  "method": "wB97M-V/def2-TZVPD",
  "energy_ha": -1158.0938,
  "de_lowest_kj_mol": 174.6,
  "elements": ["H", "N", "C", "N", "C", "C", "C", "N", "C", "C", "C", "N", "N", "C", "C", "C", "C", "C", "N", "C", "C", "C", "N", "C", "C", "O", "C", "H", "H", "H", "H", "H", "H", "H", "H", "H", "H", "H", "H", "H", "H", "H", "H", "H", "H", "H", "H", "H", "H"],
  "coordinates": [[-1.361, 1.338, -1.553], [-0.570, 0.619, -1.391], [-0.853, -0.340, -0.576], [0.033, -1.235, -0.039], [1.427, -1.270, 0.051], [1.955, -2.413, 0.607], [3.385, -2.497, 0.711], [4.282, -1.522, 0.459], [3.674, -0.362, 0.033], [4.615, 0.528, -0.645], [6.026, 0.524, -0.403], [6.620, 1.317, -1.118], [5.646, 2.108, -1.783], [5.854, 3.216, -2.803], [4.339, 1.575, -1.522], [2.301, -0.194, -0.216], [-2.163, -0.367, 0.088], [-2.113, 0.183, 1.346], [-0.989, 0.908, 1.696], [-0.770, 1.635, 3.022], [-3.291, 0.313, 2.189], [-4.337, -0.676, 1.757], [-4.418, -0.899, 0.310], [-5.666, -1.218, -0.363], [-5.685, -1.467, -1.975], [-6.637, -1.574, 0.288], [-3.322, -0.952, -0.566], [-0.429, -1.989, 0.588], [1.386, -3.266, 0.791], [3.759, -3.508, 1.014], [6.585, -0.181, 0.226], [5.634, 4.191, -2.410], [5.258, 3.091, -3.660], [6.909, 3.253, -3.135], [3.317, 1.738, -1.857], [1.869, 0.726, -0.608], [-0.188, 0.791, 1.010], [-0.707, 0.958, 3.923], [0.170, 2.256, 2.920], [-1.659, 2.249, 3.283], [-2.982, -0.088, 3.173], [-3.635, 1.396, 2.233], [-5.183, -0.239, 2.067], [-4.277, -1.657, 2.194], [-4.930, -2.136, -2.237], [-6.561, -2.082, -2.336], [-5.653, -0.500, -2.540], [-3.094, -1.958, -0.841], [-3.572, -0.319, -1.401]]
}


No. 2
{
  "formula": "C18H23NO2",
  "method": "wB97M-V/def2-TZVPD",
  "energy_ha": -904.9263,
  "de_lowest_kj_mol": 81.4,
  "elements": ["C", "C", "C", "C", "C", "O", "C", "C", "O", "C", "N", "C", "C", "C", "C", "C", "C", "C", "C", "C", "C", "H", "H", "H", "H", "H", "H", "H", "H", "H", "H", "H", "H", "H", "H", "H", "H", "H", "H", "H", "H", "H", "H", "H"],
  "coordinates": [[-3.317, -1.632, 0.859], [-1.841, -1.631, 0.603], [-0.945, -1.443, 1.642], [0.425, -1.493, 1.450], [0.928, -1.734, 0.179], [2.250, -1.897, -0.142], [3.264, -1.272, 0.621], [3.730, 0.020, -0.076], [4.341, -0.296, -1.304], [2.580, 1.017, -0.292], [2.094, 1.542, 0.967], [1.219, 2.702, 0.833], [-0.129, 2.369, 0.242], [-1.186, 2.024, 1.074], [-2.418, 1.683, 0.547], [-2.600, 1.657, -0.825], [-1.548, 1.979, -1.664], [-0.322, 2.340, -1.133], [0.032, -1.901, -0.875], [-1.337, -1.856, -0.682], [-2.263, -2.048, -1.842], [-3.528, -1.369, 1.892], [-3.825, -0.926, 0.206], [-3.732, -2.621, 0.665], [-1.322, -1.267, 2.640], [1.076, -1.379, 2.305], [2.957, -1.060, 1.645], [4.102, -1.976, 0.643], [4.503, 0.493, 0.538], [3.735, -0.876, -1.784], [2.986, 1.853, -0.871], [1.794, 0.536, -0.899], [1.587, 0.817, 1.469], [1.092, 3.120, 1.835], [1.739, 3.438, 0.214], [-1.046, 2.039, 2.146], [-3.237, 1.443, 1.208], [-3.564, 1.398, -1.240], [-1.684, 1.960, -2.736], [0.488, 2.618, -1.793], [0.437, -2.088, -1.859], [-1.706, -2.248, -2.753], [-2.866, -1.153, -1.995], [-2.942, -2.880, -1.659]]
}


No. 3
{
  "formula": "C18H24CoIN4OS",
  "method": "wB97M-V/def2-TZVPD",
  "energy_ha": -3072.9508,
  "s2": 6.068,
  "multiplicity": 5,
  "total_charge": -2,
  "elements": ["C", "I", "H", "H", "H", "C", "C", "N", "C", "N", "H", "H", "C", "C", "N", "H", "N", "H", "Co", "C", "O", "C", "C", "H", "H", "H", "C", "H", "H", "H", "C", "H", "H", "H", "C", "H", "H", "H", "S", "C", "C", "C", "C", "C", "C", "H", "H", "H", "H", "H"],
  "coordinates": [[3.517, -2.408, -2.561], [2.253, -2.135, -0.750], [4.511, -2.409, -2.093], [3.480, -1.662, -3.364], [3.311, -3.417, -2.922], [-2.160, -2.925, 1.038], [-1.167, -3.167, 1.934], [-0.165, -2.249, 1.661], [-0.473, -1.483, 0.580], [-1.733, -1.896, 0.232], [-3.102, -3.421, 0.908], [-1.099, -3.895, 2.717], [1.979, 3.299, -2.167], [1.537, 1.291, -1.204], [1.019, 2.341, -1.907], [4.100, 3.316, -1.565], [2.833, 1.661, -0.987], [1.775, 4.202, -2.722], [0.605, -0.393, -0.673], [0.440, -0.679, -2.425], [0.238, -0.808, -3.572], [3.118, 2.868, -1.602], [3.804, 0.958, -0.184], [3.862, 1.385, 0.828], [4.785, 1.028, -0.664], [3.526, -0.105, -0.111], [-0.372, 2.524, -2.271], [-0.409, 3.187, -3.145], [-0.936, 2.996, -1.455], [-0.835, 1.566, -2.528], [-2.570, -1.287, -0.780], [-3.254, -2.053, -1.157], [-1.944, -0.919, -1.602], [-3.143, -0.445, -0.365], [1.004, -2.085, 2.494], [1.890, -1.946, 1.862], [1.139, -2.996, 3.084], [0.896, -1.228, 3.173], [0.254, 0.818, 1.103], [-1.414, 1.042, 1.620], [-2.350, 1.734, 0.839], [-3.691, 1.755, 1.218], [-4.083, 1.145, 2.418], [-3.132, 0.557, 3.259], [-1.793, 0.536, 2.878], [-2.025, 2.204, -0.084], [-4.428, 2.252, 0.582], [-5.135, 1.141, 2.701], [-3.430, 0.109, 4.212], [-1.027, 0.096, 3.517]]
}


No. 4
{
  "formula": "C18H24F12K2O10Pb2",
  "method": "wB97M-V/def2-TZVPD",
  "energy_ha": -4235.5887,
  "s2": 0.756,
  "multiplicity": 2,
  "total_charge": 3,
  "elements": ["Pb", "Pb", "K", "K", "O", "C", "C", "O", "H", "H", "H", "H", "C", "C", "O", "C", "O", "C", "F", "F", "F", "H", "H", "H", "H", "H", "C", "C", "O", "C", "O", "C", "F", "F", "F", "H", "H", "H", "H", "H", "C", "C", "O", "C", "O", "C", "F", "F", "F", "H", "H", "H", "H", "H", "C", "C", "O", "C", "O", "C", "F", "F", "F", "H", "H", "H", "H", "H"],
  "coordinates": [[-19.309, -27.646, 15.065], [-17.992, -25.025, 12.881], [-16.398, -30.459, 16.707], [-20.152, -29.166, 18.551], [-17.875, -28.021, 17.207], [-17.273, -26.811, 17.598], [-17.820, -25.477, 16.962], [-18.046, -25.334, 15.583], [-16.186, -26.880, 17.556], [-17.396, -26.915, 18.676], [-17.185, -24.610, 17.143], [-18.713, -25.236, 17.538], [-17.534, -22.100, 18.604], [-16.593, -21.020, 19.409], [-17.444, -20.292, 20.292], [-17.441, -20.581, 21.651], [-16.670, -21.358, 22.247], [-18.625, -19.894, 22.347], [-19.539, -20.849, 22.738], [-18.166, -19.185, 23.395], [-19.198, -19.061, 21.497], [-17.459, -23.022, 19.180], [-17.352, -22.260, 17.541], [-18.571, -21.769, 18.659], [-16.220, -20.317, 18.664], [-15.677, -21.561, 19.646], [-11.014, -31.367, 18.944], [-12.293, -31.735, 19.681], [-12.896, -30.567, 20.141], [-13.992, -30.064, 19.562], [-14.671, -30.596, 18.713], [-14.467, -28.712, 20.128], [-14.132, -27.720, 19.334], [-15.783, -28.760, 20.232], [-13.978, -28.465, 21.285], [-10.985, -30.430, 18.387], [-10.585, -32.123, 18.286], [-10.276, -31.303, 19.742], [-12.135, -32.404, 20.527], [-12.872, -32.332, 18.976], [-12.807, -28.280, 15.308], [-13.080, -26.766, 15.511], [-12.238, -26.176, 16.485], [-12.412, -24.875, 16.879], [-13.192, -24.142, 16.307], [-11.617, -24.392, 18.038], [-10.686, -23.543, 17.483], [-12.444, -23.791, 18.834], [-11.054, -25.395, 18.718], [-13.450, -28.681, 14.525], [-13.164, -28.701, 16.248], [-11.756, -28.554, 15.221], [-14.024, -26.536, 16.005], [-13.070, -26.287, 14.532], [-22.002, -26.148, 20.599], [-21.357, -25.182, 19.542], [-21.742, -23.844, 19.899], [-21.779, -22.832, 18.998], [-21.074, -22.793, 17.971], [-22.520, -21.626, 19.482], [-21.840, -21.005, 20.389], [-22.806, -20.819, 18.442], [-23.620, -22.139, 20.027], [-21.329, -26.981, 20.803], [-22.935, -26.461, 20.129], [-22.363, -25.672, 21.511], [-21.599, -25.600, 18.565], [-20.271, -25.196, 19.623]]
}